Entry 1:
21
Properties=species:S:1:pos:R:3 method="wB97M-V/def2-TZVPD" total_energy_ev=-10410.706 homo_ev=-12.5911 total_charge=+1
N -4.42 0.73 1.44
C -1.01 -0.40 0.92
C 0.05 -1.19 0.44
N 1.40 -0.43 -0.53
C 1.34 -0.51 -1.97
C 1.58 0.95 -0.09
C 3.09 0.55 0.01
O 3.87 0.81 -0.88
H -5.02 -0.07 1.37
H -4.88 1.58 1.73
H -3.60 0.75 0.87
H -1.79 -0.04 0.25
H -1.09 -0.23 1.99
H 0.77 -1.63 1.15
H -0.21 -1.91 -0.36
H 0.64 0.17 -2.46
H 1.04 -1.54 -2.18
H 2.30 -0.36 -2.47
H 1.10 1.24 0.85
H 1.43 1.67 -0.87
H 3.40 -0.13 0.81

***

Entry 2:
22
Properties=species:S:1:pos:R:3 method="wB97M-V/def2-TZVPD" total_energy_ev=-78408.351 homo_ev=-16.3786 total_charge=+2
Tc -0.63 0.72 -0.20
S -3.96 2.22 -4.53
Sb -3.62 1.57 -2.49
S -2.46 0.64 0.71
S -1.24 1.08 -2.26
S -4.44 1.29 -0.42
F -1.63 -2.13 1.30
C -0.45 -2.21 0.71
C 0.08 -1.10 0.02
C 1.34 -1.24 -0.60
F 1.81 -0.18 -1.27
C 2.06 -2.41 -0.54
F 3.23 -2.53 -1.12
C 1.51 -3.48 0.17
F 2.17 -4.60 0.24
C 0.25 -3.39 0.80
F -0.22 -4.42 1.45
N 2.01 6.03 2.73
C 1.65 5.08 2.20
N 1.23 4.00 1.59
C 0.84 3.04 1.04
N 0.46 2.00 0.48

***

Entry 3:
72
Properties=species:S:1:pos:R:3 method="wB97M-V/def2-TZVPD" total_energy_ev=-46219.850 homo_ev=-9.0718 smiles="C#CC[C@H]1OC(=O)O[C@@H]1c1ccncc1.CN(C)C=O.CN(C)C=O.CN(C)C=O.CN(C)C=O"
C 0.56 -0.29 -7.66
C 0.37 0.35 -6.40
C 0.26 0.99 -4.87
C 1.07 -0.07 -3.88
O 1.83 0.52 -2.74
C 0.90 0.33 -1.61
O 1.17 1.01 -0.50
O -0.19 -0.61 -1.96
C 0.05 -1.26 -3.29
C 0.85 -2.62 -2.84
C 0.15 -3.97 -2.19
C 0.93 -5.32 -1.70
N 2.42 -5.40 -1.80
C 3.10 -4.22 -2.41
C 2.51 -2.80 -2.95
H 0.90 -1.09 -8.47
H 0.86 2.02 -4.77
H -0.84 1.08 -4.48
H 1.72 -0.69 -4.64
H -0.85 -1.32 -4.03
H -1.03 -3.96 -2.06
H 0.33 -6.22 -1.22
H 4.29 -4.31 -2.47
H 3.20 -1.95 -3.40
C 0.88 1.88 4.03
N -0.12 2.62 3.29
C -0.13 2.53 1.85
C -1.07 3.40 3.92
O -1.94 4.05 3.36
H 1.87 2.22 3.72
H 0.77 0.81 3.81
H 0.77 2.03 5.11
H 0.00 3.53 1.43
H -1.10 2.14 1.52
H 0.67 1.88 1.49
H -0.97 3.39 5.02
C -4.73 0.81 -1.92
N -4.43 -0.13 -2.98
C -5.46 -1.05 -3.41
C -3.20 -0.17 -3.60
O -2.88 -0.93 -4.50
H -5.00 0.25 -1.02
H -5.56 1.44 -2.22
H -3.86 1.44 -1.70
H -5.10 -2.07 -3.27
H -5.67 -0.88 -4.47
H -6.38 -0.90 -2.83
H -2.49 0.57 -3.20
C 5.57 -2.55 -0.05
N 6.82 -2.29 -0.72
C 8.06 -2.59 -0.04
C 6.87 -1.76 -2.00
O 7.89 -1.52 -2.62
H 5.53 -1.96 0.87
H 5.51 -3.62 0.19
H 4.71 -2.28 -0.68
H 8.65 -1.67 0.05
H 8.63 -3.32 -0.63
H 7.86 -3.00 0.96
H 5.87 -1.57 -2.43
C -4.39 4.43 7.91
N -4.25 3.14 7.25
C -4.47 3.06 5.82
C -3.91 2.00 7.95
O -3.77 0.89 7.45
H -5.41 4.79 7.76
H -3.68 5.13 7.47
H -4.20 4.34 8.98
H -5.28 2.35 5.63
H -3.56 2.69 5.34
H -4.73 4.04 5.42
H -3.76 2.18 9.02

***

Entry 4:
58
Properties=species:S:1:pos:R:3 method="wB97M-V/def2-TZVPD" spin_multiplicity=5 total_energy_ev=-108311.537 homo_ev="-7.3219 / -9.1990"
Ru -0.49 -0.28 0.59
C -2.00 3.14 -1.51
C -1.92 1.75 -1.60
N -1.98 1.20 -0.38
N -2.06 2.24 0.51
C -2.07 3.40 -0.15
B -2.03 2.00 2.04
N -0.55 1.96 2.55
C 0.13 2.85 3.28
C 1.41 2.38 3.46
C 1.44 1.17 2.78
N 0.26 0.92 2.24
N -2.64 0.60 2.34
C -3.71 0.30 3.09
C -3.85 -1.08 3.12
C -2.81 -1.56 2.33
N -2.08 -0.54 1.87
H -1.99 3.86 -2.32
H -1.86 1.11 -2.47
H -2.12 4.34 0.38
H -2.65 2.85 2.62
H -0.35 3.75 3.63
H 2.22 2.86 4.01
H 2.25 0.47 2.67
H -4.29 1.08 3.55
H -4.61 -1.65 3.62
H -2.54 -2.57 2.07
O 2.20 -1.69 -2.00
S 1.23 -0.65 -2.20
O -0.01 -1.00 -2.82
N 0.96 0.20 -0.79
C 1.30 1.55 -0.94
O 1.10 2.42 -0.13
C 1.95 1.81 -2.26
C 2.47 3.02 -2.70
C 2.99 3.07 -3.98
C 3.00 1.94 -4.80
C 2.49 0.73 -4.35
C 1.97 0.70 -3.07
H 2.46 3.88 -2.05
H 3.41 4.00 -4.36
H 3.40 2.01 -5.80
H 2.51 -0.16 -4.97
C -0.39 -4.83 1.44
Ge 0.38 -3.59 0.10
C 2.03 -2.94 0.96
C 0.61 -4.63 -1.54
C -0.89 -2.13 -0.11
H 0.28 -5.68 1.60
H -1.37 -5.21 1.12
H -0.52 -4.31 2.40
H 2.28 -3.56 1.82
H 1.87 -1.91 1.31
H 2.86 -2.92 0.26
H 1.19 -5.53 -1.32
H 1.14 -4.04 -2.29
H -0.37 -4.91 -1.92
H -1.63 -2.19 -0.91

***

Entry 5:
12
Properties=species:S:1:pos:R:3 method="wB97M-V/def2-TZVPD" total_energy_ev=-12190.293 homo_ev=-9.7419 smiles="Nn1cnc(=O)n1O"
N 1.30 -0.49 -0.85
N 0.01 -0.51 -0.46
C -0.84 0.48 -1.06
N -1.46 1.22 -0.26
C -1.09 0.70 1.06
O -1.56 1.10 2.07
N 0.07 -0.09 0.87
O 0.12 -1.16 1.69
H 1.59 0.40 -1.21
H 1.51 -1.20 -1.63
H -0.79 0.70 -2.19
H 1.13 -1.16 1.97

***

Entry 6:
110
Properties=species:S:1:pos:R:3 method="wB97M-V/def2-TZVPD" spin_multiplicity=2 total_energy_ev=-145625.933 homo_ev="-10.0033 / -10.0270" total_charge=+1
V 0.28 -0.05 -0.32
C 0.58 1.75 2.98
P 0.59 0.13 2.15
C 2.36 -0.30 2.48
N 2.70 -0.59 3.71
C 4.01 -0.87 3.96
C 4.41 -1.20 5.28
C 5.72 -1.50 5.52
C 6.67 -1.49 4.47
C 6.31 -1.17 3.20
C 4.96 -0.85 2.92
N 4.59 -0.52 1.66
C 3.34 -0.23 1.43
P 2.86 0.24 -0.29
C 3.77 -0.93 -1.33
C 3.68 1.88 -0.59
C 5.20 1.74 -0.60
C 3.20 2.36 -1.96
C 3.27 2.87 0.50
C -0.61 -0.92 3.11
C -1.91 -0.10 3.12
C -0.87 -2.26 2.41
C -0.17 -1.19 4.55
H 0.88 1.58 4.02
H -0.40 2.21 2.92
H 1.32 2.40 2.51
H 3.66 -1.21 6.06
H 6.04 -1.76 6.52
H 7.70 -1.73 4.69
H 7.02 -1.15 2.38
H 4.78 -1.07 -0.94
H 3.83 -0.52 -2.34
H 3.26 -1.89 -1.37
H 5.55 1.17 -1.47
H 5.59 1.26 0.30
H 5.63 2.74 -0.67
H 3.56 1.71 -2.76
H 3.61 3.36 -2.14
H 2.12 2.42 -2.01
H 3.71 2.60 1.47
H 2.19 2.95 0.60
H 3.66 3.85 0.23
H -2.16 0.32 2.14
H -1.87 0.72 3.84
H -2.72 -0.76 3.43
H -1.29 -2.12 1.40
H -1.61 -2.80 3.00
H 0.02 -2.88 2.34
H 0.09 -0.29 5.09
H 0.67 -1.88 4.60
H -1.02 -1.65 5.07
C -6.28 0.88 -0.37
O -5.85 0.95 -1.73
C -4.55 0.75 -1.99
C -4.17 0.90 -3.33
C -2.86 0.71 -3.70
C -1.87 0.40 -2.75
C -0.49 0.15 -3.15
C -0.14 0.05 -4.60
O 0.44 -0.02 -2.34
C -2.31 0.26 -1.44
O -1.39 -0.08 -0.50
C -3.61 0.41 -1.02
H -7.34 1.09 -0.39
H -5.76 1.62 0.24
H -6.11 -0.12 0.03
H -4.92 1.15 -4.06
H -2.59 0.81 -4.75
H -0.67 -0.81 -5.03
H 0.93 -0.09 -4.70
H -0.45 0.94 -5.14
H -3.86 0.28 0.02
Cl 0.13 8.54 -1.09
C -0.07 6.85 -0.76
C -0.64 6.45 0.44
C -0.79 5.10 0.70
C -0.37 4.16 -0.23
C 0.20 4.58 -1.43
C 0.34 5.93 -1.71
C -0.53 2.71 0.10
O -1.41 2.33 0.85
O 0.34 1.92 -0.47
H -0.95 7.20 1.16
H -1.26 4.77 1.62
H 0.51 3.84 -2.16
H 0.76 6.26 -2.64
N -7.03 -4.05 -1.33
C -5.74 -3.87 -1.81
C -5.49 -2.98 -2.85
C -4.20 -2.77 -3.29
C -3.14 -3.46 -2.71
C -3.39 -4.37 -1.69
C -4.67 -4.57 -1.23
S -1.50 -3.19 -3.27
O -1.57 -2.31 -4.41
O -0.88 -4.48 -3.43
N -0.81 -2.37 -2.07
C 0.12 -2.86 -1.29
S 0.83 -4.47 -1.34
C 1.85 -4.06 0.00
C 1.67 -2.80 0.38
N 0.73 -2.07 -0.34
H -7.78 -3.79 -1.95
H -7.21 -4.88 -0.80
H -6.31 -2.45 -3.32
H -4.00 -2.08 -4.11
H -2.57 -4.93 -1.26
H -4.86 -5.28 -0.44
H 2.53 -4.78 0.43
H 2.19 -2.34 1.19

***

Entry 7:
11
Properties=species:S:1:pos:R:3 method="wB97M-V/def2-TZVPD" total_energy_ev=-27255.980 homo_ev="-8.7650 / -8.7644"
C 3.07 -0.30 -1.91
N -2.00 1.00 1.93
N 2.14 0.15 -1.18
N -3.20 0.47 1.86
S -1.07 -0.99 0.10
S -0.68 0.48 1.30
H 3.46 0.50 -2.54
H 3.58 -1.25 -1.88
H 1.77 -0.52 -0.52
H -3.92 0.94 1.34
H -3.15 -0.48 1.50

***

Entry 8:
16
Properties=species:S:1:pos:R:3 method="wB97M-V/def2-TZVPD" spin_multiplicity=3 total_energy_ev=-9524.825 homo_ev="-11.3878 / -16.1875" total_charge=+1
C 1.36 -0.55 0.61
C 1.11 -1.36 -0.65
C -0.92 1.52 0.30
C -1.27 -0.57 0.69
C 0.05 -0.45 -0.06
N -0.13 0.88 -0.79
F -2.34 -0.86 0.00
H 1.36 -0.97 1.59
H 1.84 0.41 0.47
H 1.49 -1.02 -1.57
H 1.06 -2.46 -0.64
H -1.80 2.11 -0.09
H -0.37 2.02 1.02
H -1.40 -0.70 1.76
H -0.77 0.78 -1.60
H 0.73 1.22 -1.04